A molecular structure, C30H24N5S2Ta, computed with ωB97M-V/def2-TZVPD.

The value obtained for the total energy is -62158.9289 eV. The calculation puts the highest occupied orbital energy at -14.68 eV. Its largest force on an atom is 0.0117 hartree/bohr. As for the frontier orbital gap: 6.886 eV. Its charge is +2. As for the molecular weight: 699.64 g mol⁻¹. As for the LUMO energy: -7.8 eV.

Each line ends with the Löwdin charge.
Cartesian coordinates (Å):
Ta 0.994 -1.724 0.093  1.3216
S 0.341 -3.900 -0.384  0.7280
C 1.233 -3.504 -1.881  -0.6449
C 0.657 -3.956 -3.077  -0.0441
C 1.221 -3.658 -4.298  -0.1588
C 0.580 -4.101 -5.501  -0.1463
N 0.027 -4.418 -6.456  0.2330
C 2.385 -2.863 -4.354  -0.1644
C 2.951 -2.395 -3.189  -0.0460
C 2.407 -2.713 -1.937  -0.6467
S 3.219 -1.987 -0.523  0.7241
C 2.936 -2.471 -5.618  -0.1509
N 3.330 -2.129 -6.640  0.2339
H -0.241 -4.558 -3.035  0.1348
H 3.839 -1.779 -3.235  0.1356
C 0.552 3.858 1.629  -0.0200
C -0.940 3.873 1.827  -0.2155
C -1.528 4.813 2.672  -0.0167
C -2.898 4.850 2.870  -0.0384
C -3.728 3.940 2.225  -0.0492
C -3.171 2.990 1.390  -0.0099
C -1.794 2.964 1.200  -0.2159
N -1.241 1.950 0.334  0.1773
C -0.643 0.860 0.790  -0.3199
N -0.550 0.672 2.112  0.1934
C 0.131 -0.353 2.791  -0.1711
C 0.828 -1.367 2.100  -0.2690
C 1.506 -2.353 2.853  -0.1202
C 1.485 -2.326 4.230  -0.0340
C 0.782 -1.313 4.874  0.0264
C 0.098 -0.315 4.185  -0.1829
C -0.648 0.767 4.919  -0.0134
N -0.118 -0.068 -0.018  -0.0939
C 0.048 -0.020 -1.441  -0.3304
C 1.183 0.638 -1.964  -0.0320
C 1.433 0.608 -3.318  -0.0329
C 0.561 -0.087 -4.157  -0.0106
C -0.555 -0.734 -3.648  -0.0023
C -0.853 -0.712 -2.288  -0.2096
C -2.112 -1.355 -1.777  -0.0146
H 0.935 4.877 1.600  0.0960
H 0.844 3.367 0.701  0.0696
H 1.057 3.351 2.455  0.0870
H -0.895 5.538 3.168  0.1280
H -3.325 5.599 3.524  0.1215
H -4.798 3.975 2.371  0.1193
H -3.798 2.270 0.877  0.1220
H -1.348 2.045 -0.667  0.1766
H -0.999 1.378 2.683  0.1320
H 2.055 -3.148 2.353  0.0948
H 2.005 -3.080 4.804  0.1270
H 0.764 -1.294 5.957  0.1349
H -0.558 0.630 5.994  0.0959
H -1.714 0.756 4.677  0.1015
H -0.250 1.758 4.684  0.0930
H 1.834 1.181 -1.288  0.1288
H 2.291 1.125 -3.726  0.1325
H 0.754 -0.115 -5.223  0.1335
H -1.229 -1.248 -4.323  0.1401
H -2.936 -1.134 -2.455  0.1054
H -2.384 -1.013 -0.780  0.0812
H -2.014 -2.443 -1.742  0.0758